# 1
The following is a DFT calculation (ωB97M-V with the def2-TZVPD basis set) of 2 unconnected molecules or ions with the total composition C2H10N2O2 at a distorted geometry.

largest force on an atom	5.19	eV/Å
energy relative to the best compared isomer or geometry (same formula, charge and spin)	1.554	eV
HOMO-LUMO gap	9.521	eV

Geometry as ORCA input:
```
! RIJCOSX wB97M-V def2-TZVPD def2/J DEFGRID3
* xyz 0 1
N 1.116 1.684 -2.212
C 1.487 1.121 -0.897
O 0.760 1.581 0.128
H 0.116 1.980 -2.195
H 1.759 2.528 -2.472
H 1.462 0.066 -0.720
H 2.553 1.394 -0.675
H -0.129 1.097 0.373
N -1.327 -2.486 1.070
C -0.684 -1.254 1.124
O -1.414 -0.122 0.616
H -1.996 -2.718 1.745
H -1.534 -2.761 0.188
H -0.371 -1.121 2.114
H 0.180 -1.282 0.468
H -1.979 0.293 1.345
*
```

Atomic partial charges in e from the natural (NBO) method, atoms 1 to 4: number 1, N, carries -0.879; number 2, C, carries 0.106; number 3, O, carries -0.777; number 4, H, carries 0.367

***

# 2
The following is a DFT calculation (ωB97M-V with the def2-TZVPD basis set) of a molecular structure, C3H6N3O3 at a distorted geometry.

largest force on an atom	5.56	eV/Å
energy relative to the best compared isomer or geometry (same formula, charge and spin)	2.433	eV
HOMO-LUMO gap	10.652	eV

Geometry as ORCA input:
```
! RIJCOSX wB97M-V def2-TZVPD def2/J DEFGRID3
* xyz 1 1
C 0.863 0.303 0.040
C 0.649 -1.159 0.237
C -1.235 -0.391 -0.980
N 0.116 0.879 -0.877
N 1.939 0.629 0.756
N -2.089 0.291 0.200
O -3.210 0.478 -0.091
O -1.501 0.507 1.261
O -0.515 -1.471 -0.627
H 1.524 -1.730 -0.031
H 0.361 -1.359 1.301
H -1.708 -0.257 -1.929
H 0.005 1.815 -1.154
H 2.537 -0.080 1.066
H 2.263 1.545 0.827
*
```

Atomic partial charges in e from the natural (NBO) method, atoms 1 to 4: number 1, C, carries 0.528; number 2, C, carries -0.131; number 3, C, carries 0.433; number 4, N, carries -0.578